Record 1
C24H30ClN5O3S in the gas phase. Source: the Open Molecules 2025 dataset; level of theory: wB97M-V/def2-TZVPD.

Each atom is followed by the atoms it is bonded to, with distances in Å.
Atoms and positions in Å:
1 C -7.10684 -2.68872 0.81454  C2 1.524, H35 1.087, H36 1.088, H37 1.086
2 C -5.66506 -2.81600 1.29250  C1 1.524, N3 1.451, H38 1.107, H39 1.091
3 N -4.85372 -1.66922 0.92985  C2 1.451, C4 1.455, C6 1.451
4 C -3.43452 -1.98794 0.90807  N3 1.455, C5 1.526, H40 1.093, H41 1.105
5 C -3.02325 -2.63502 -0.41125  C4 1.526, H42 1.086, H43 1.086, H44 1.087
6 C -5.20654 -0.45718 1.64628  N3 1.451, C7 1.537, H45 1.095, H46 1.099
7 C -5.99691 0.52125 0.76253  C6 1.537, C8 1.525, H47 1.088, H48 1.093
8 C -5.27262 0.82954 -0.54317  C7 1.525, N9 1.444, H49 1.092, H50 1.097
9 N -3.98427 1.43442 -0.30158  C8 1.444, C10 1.349, H51 1.008
10 C -2.87516 1.06607 -0.97443  N9 1.349, O11 1.218, C12 1.480
11 O -2.90078 0.29290 -1.91584  C10 1.218
12 C -1.61989 1.67574 -0.48234  C10 1.480, S13 1.757, C33 1.370
13 S -1.57616 2.44303 1.09807  C12 1.757, C14 1.718
14 C 0.08845 2.81749 0.90005  S13 1.718, N15 1.346, C32 1.393
15 N 0.81729 3.46403 1.82861  C14 1.346, C16 1.287
16 C 2.04639 3.68853 1.52194  N15 1.287, N17 1.354, H52 1.081
17 N 2.64186 3.32832 0.36021  C16 1.354, C18 1.451, C30 1.408
18 C 4.03011 3.66955 0.11400  N17 1.451, C19 1.546, H53 1.091, H54 1.094
19 C 4.97780 2.51105 0.50268  C18 1.546, O20 1.210, N21 1.349
20 O 5.65994 2.57030 1.49982  C19 1.210
21 N 4.92071 1.49669 -0.38486  C19 1.349, C22 1.398, H55 1.022
22 C 5.61751 0.28511 -0.37254  N21 1.398, C23 1.393, C29 1.390
23 C 5.32440 -0.63845 -1.37309  C22 1.393, C24 1.381, H56 1.080
24 C 5.98986 -1.84716 -1.41790  C23 1.381, C25 1.389, H57 1.080
25 C 6.96097 -2.17924 -0.48125  C24 1.389, C26 1.495, C27 1.393
26 C 7.68488 -3.48626 -0.53036  C25 1.495, H58 1.089, H59 1.089, H60 1.086
27 C 7.23543 -1.24031 0.51036  C25 1.393, Cl28 1.729, C29 1.383
28 Cl 8.43401 -1.59343 1.70591  C27 1.729
29 C 6.58351 -0.02205 0.57916  C22 1.390, C27 1.383, H61 1.077
30 C 1.96050 2.60658 -0.63787  N17 1.408, O31 1.222, C32 1.436
31 O 2.55917 2.25028 -1.64200  C30 1.222
32 C 0.57917 2.37003 -0.32403  C14 1.393, C30 1.436, C33 1.427
33 C -0.40369 1.70114 -1.11258  C12 1.370, C32 1.427, C34 1.486
34 C -0.10156 1.12658 -2.44882  C33 1.486, H62 1.085, H63 1.089, H64 1.088
35 H -7.64084 -1.91951 1.36599  C1 1.087
36 H -7.62564 -3.63314 0.96217  C1 1.088
37 H -7.12313 -2.44132 -0.24323  C1 1.086
38 H -5.65564 -2.98545 2.38649  C2 1.107
39 H -5.22378 -3.69492 0.81967  C2 1.091
40 H -2.86423 -1.06257 1.01840  C4 1.093
41 H -3.16111 -2.64856 1.74995  C4 1.105
42 H -3.17538 -1.93622 -1.22885  C5 1.086
43 H -3.59983 -3.53442 -0.60872  C5 1.086
44 H -1.96965 -2.90164 -0.37453  C5 1.087
45 H -4.29915 0.04887 1.99129  C6 1.095
46 H -5.80551 -0.68628 2.53913  C6 1.099
47 H -6.96782 0.09732 0.51263  C7 1.088
48 H -6.16290 1.44436 1.32411  C7 1.093
49 H -5.08909 -0.09581 -1.09281  C8 1.092
50 H -5.88749 1.49552 -1.16102  C8 1.097
51 H -3.92434 2.10926 0.44493  N9 1.008
52 H 2.66054 4.20795 2.24371  C16 1.081
53 H 4.29611 4.54208 0.71182  C18 1.091
54 H 4.14244 3.89345 -0.95064  C18 1.094
55 H 4.24453 1.59674 -1.14429  N21 1.022
56 H 4.57361 -0.40270 -2.11293  C23 1.080
57 H 5.75267 -2.55350 -2.19947  C24 1.080
58 H 7.52460 -4.04165 0.39287  C26 1.089
59 H 8.75677 -3.32018 -0.62994  C26 1.089
60 H 7.34094 -4.08648 -1.36809  C26 1.086
61 H 6.82042 0.68101 1.36003  C29 1.077
62 H -1.00614 0.75114 -2.91496  C34 1.085
63 H 0.60899 0.30852 -2.33716  C34 1.089
64 H 0.36908 1.88047 -3.07726  C34 1.088

Calculated values
energy relative to the best compared isomer or geometry (same formula, charge and spin): 3.8 kcal/mol
largest force on an atom: 0.803 eV/A
HOMO energy: -8.4 eV
LUMO energy: -0.22 eV
net charge: 0
SMILES: CCN(CC)CCCNC(=O)c1sc2ncn(CC(=O)Nc3ccc(C)c(Cl)c3)c(=O)c2c1C
HOMO-LUMO gap: 8.20 eV

Mulliken population analysis, charges in e, atoms 1 to 2: atom 1 (C): -1.335, atom 2 (C): -0.624



Record 2
6 unconnected molecules or ions with the total composition C24H30F18O12. Source: the Open Molecules 2025 dataset; level of theory: wB97M-V/def2-TZVPD.

Each atom is followed by the atoms it is bonded to, with distances in Å.
Atoms and positions in Å:
1 C -2.63381 1.48356 0.20351  C2 1.573, H10 1.090, H11 1.090, H12 1.090
2 C -4.14145 1.85370 0.45494  C1 1.573, O3 1.397, H13 1.090, H14 1.090
3 O -4.92089 0.71416 0.66914  C2 1.397, C4 1.369
4 C -6.25262 0.81225 0.97278  O3 1.369, O5 1.238, C6 1.533
5 O -6.83979 1.86576 1.25114  C4 1.238
6 C -7.05256 -0.49540 0.95518  C4 1.533, F7 1.322, F8 1.323, F9 1.331
7 F -7.37837 -0.95190 2.15199  C6 1.322
8 F -8.17277 -0.33772 0.26921  C6 1.323
9 F -6.38136 -1.50026 0.39785  C6 1.331
10 H -2.06642 2.30613 -0.23187  C1 1.090
11 H -2.53818 0.72586 -0.57420  C1 1.090
12 H -2.15208 1.11105 1.10754  C1 1.090
13 H -4.55631 2.46338 -0.34773  C2 1.090
14 H -4.15868 2.35007 1.42521  C2 1.090
15 C -13.12577 4.31654 8.95093  C16 1.534, H24 1.090, H25 1.090, H26 1.090
16 C -11.65741 4.73856 8.80965  C15 1.534, O17 1.454, H27 1.090, H28 1.090
17 O -11.12754 4.43305 7.49034  C16 1.454, C18 1.393
18 C -11.20505 5.37186 6.46375  O17 1.393, O19 1.222, C20 1.564
19 O -11.78147 6.44504 6.55719  C18 1.222
20 C -10.60381 4.79404 5.14110  C18 1.564, F21 1.359, F22 1.326, F23 1.305
21 F -10.09281 3.56162 5.39864  C20 1.359
22 F -11.59088 4.66281 4.26573  C20 1.326
23 F -9.62597 5.59433 4.81647  C20 1.305
24 H -13.26535 3.27010 8.67966  C15 1.090
25 H -13.61885 5.02845 8.28900  C15 1.090
26 H -13.52951 4.39533 9.96033  C15 1.090
27 H -11.10453 4.11177 9.50933  C16 1.090
28 H -11.48701 5.77229 9.11044  C16 1.090
29 C -10.02138 1.38177 -2.11131  C30 1.521, H38 1.090, H39 1.090, H40 1.090
30 C -11.23580 2.15192 -2.60767  C29 1.521, O31 1.473, H41 1.090, H42 1.090
31 O -12.48805 1.57231 -2.09247  C30 1.473, C32 1.319
32 C -13.59323 1.72915 -2.79485  O31 1.319, O33 1.202, C34 1.496
33 O -13.75921 2.57131 -3.63584  C32 1.202
34 C -14.65472 0.72305 -2.47974  C32 1.496, F35 1.336, F36 1.301, F37 1.350
35 F -15.12589 0.88877 -1.24069  C34 1.336
36 F -15.64970 0.62911 -3.31209  C34 1.301
37 F -14.10318 -0.50720 -2.54891  C34 1.350
38 H -9.94634 0.39436 -2.56681  C29 1.090
39 H -10.15113 1.23612 -1.03891  C29 1.090
40 H -9.06245 1.86877 -2.28844  C29 1.090
41 H -11.11717 2.24666 -3.68704  C30 1.090
42 H -11.15239 3.14728 -2.17130  C30 1.090
43 C -6.16026 8.35559 -3.00492  C44 1.534, H52 1.090, H53 1.090, H54 1.090
44 C -6.29788 8.75671 -1.53058  C43 1.534, O45 1.438, H55 1.090, H56 1.090
45 O -6.44142 7.56462 -0.73959  C44 1.438, C46 1.366
46 C -7.61164 7.17348 -0.15361  O45 1.366, O47 1.249, C48 1.564
47 O -8.67884 7.82272 -0.12586  C46 1.249
48 C -7.56698 5.75179 0.49642  C46 1.564, F49 1.347, F50 1.380, F51 1.309
49 F -8.29181 5.82346 1.62914  C48 1.347
50 F -8.18724 4.96567 -0.45246  C48 1.380
51 F -6.35486 5.34767 0.78109  C48 1.309
52 H -5.77386 9.18878 -3.59194  C43 1.090
53 H -6.96768 7.79386 -3.47464  C43 1.090
54 H -5.32881 7.65768 -3.10347  C43 1.090
55 H -7.11908 9.44523 -1.33142  C44 1.090
56 H -5.43590 9.38941 -1.31896  C44 1.090
57 C -10.24706 2.86440 1.55344  C58 1.533, H66 1.090, H67 1.090, H68 1.090
58 C -11.50189 2.02525 1.28907  C57 1.533, O59 1.465, H69 1.090, H70 1.090
59 O -11.36632 0.64746 1.76687  C58 1.465, C60 1.309
60 C -12.36409 -0.19945 1.75260  O59 1.309, O61 1.220, C62 1.492
61 O -13.35818 -0.09583 1.05302  C60 1.220
62 C -12.10331 -1.37914 2.62774  C60 1.492, F63 1.391, F64 1.385, F65 1.372
63 F -12.45782 -2.56508 1.99282  C62 1.391
64 F -10.74949 -1.45853 2.90811  C62 1.385
65 F -12.85333 -1.29578 3.77303  C62 1.372
66 H -10.25271 3.86830 1.12888  C57 1.090
67 H -9.38922 2.33875 1.13405  C57 1.090
68 H -10.01451 2.81021 2.61697  C57 1.090
69 H -11.71516 1.99695 0.22052  C58 1.090
70 H -12.34122 2.49169 1.80489  C58 1.090
71 C -18.83731 -6.53547 3.90836  C72 1.489, H80 1.090, H81 1.090, H82 1.090
72 C -18.76495 -5.21464 4.59175  C71 1.489, O73 1.387, H83 1.090, H84 1.090
73 O -17.49432 -4.66241 4.52293  C72 1.387, C74 1.353
74 C -16.97632 -3.99564 3.46576  O73 1.353, O75 1.249, C76 1.562
75 O -17.54274 -3.93132 2.35493  C74 1.249
76 C -15.50707 -3.49249 3.63137  C74 1.562, F77 1.335, F78 1.328, F79 1.324
77 F -14.73862 -4.46029 4.13765  C76 1.335
78 F -15.00807 -2.90590 2.54957  C76 1.328
79 F -15.46827 -2.58588 4.59501  C76 1.324
80 H -18.29917 -7.38336 4.33213  C71 1.090
81 H -18.63719 -6.44999 2.84030  C71 1.090
82 H -19.90659 -6.74206 3.86304  C71 1.090
83 H -18.87715 -5.24514 5.67553  C72 1.090
84 H -19.51731 -4.54922 4.16835  C72 1.090

Calculated values
energy relative to the best compared isomer or geometry (same formula, charge and spin): 82.9 kcal/mol
largest force on an atom: 4.850 eV/A
HOMO energy: -10.9 eV
LUMO energy: 0.35 eV
net charge: 0
SMILES: CCOC(=O)C(F)(F)F.CCOC(=O)C(F)(F)F.CCOC(=O)C(F)(F)F.CCOC(=O)C(F)(F)F.CCOC(=O)C(F)(F)F.CCOC(=O)C(F)(F)F
HOMO-LUMO gap: 11.22 eV

Mulliken population analysis, charges in e, atoms 1 to 2: atom 1 (C): -1.219, atom 2 (C): -0.109